Molecular formula: C6H13N
Method: DFT, ωB97M-V/def2-TZVPD

Geometry (Å):
1 C -2.77039 0.86247 -1.55047
2 C -1.56330 0.38672 -1.13477
3 C -0.55597 1.30414 -0.36313
4 C 0.75041 0.53035 -0.18879
5 C 0.76460 -0.61912 0.72955
6 C 1.50128 -1.82108 0.13838
7 N 1.35849 -0.31381 2.09810
8 H -3.40612 0.32340 -2.21582
9 H -3.17582 1.80902 -1.39397
10 H -1.06127 -0.59020 -1.33061
11 H -0.88116 1.59998 0.67012
12 H -0.35507 2.18722 -1.11307
13 H 1.01006 0.08967 -1.21854
14 H 1.52256 1.27830 -0.08580
15 H -0.17837 -1.08145 0.97764
16 H 1.38645 -1.87631 -0.93473
17 H 1.22857 -2.73393 0.75440
18 H 2.51597 -1.72299 0.34815
19 H 2.30882 -0.51580 2.17107
20 H 0.81617 -0.43112 2.89985

Forces on atoms 1 to 6 (eV/Å):
C 2.3 -2.6 -0.2
C -0.5 1.8 0.6
C -0.3 0.1 -1.2
C 0.1 0.7 -3.4
C 1.1 -1.5 3.0
C -1.1 -0.9 1.3

Computed properties:
E_tot = -7920.8913 eV
energy above the lowest of the compared OMol25 structures with the same formula, charge and spin = 1.9418 eV
E_LUMO = 0.0429 Ha
highest occupied orbital energy = -8.92 eV
SMILES = C=CCC[C@@H](C)N
total charge = 0
Kohn-Sham gap = 0.3708 hartree


Molecular formula: C4H7N2
Method: DFT, ωB97M-V/def2-TZVPD

Geometry (Å):
1 C 0.51428 1.76672 0.58936
2 C 0.21502 -1.32980 -1.08456
3 C -1.10623 -0.01143 0.16991
4 C 0.81149 -0.61857 0.13635
5 N -0.50853 -1.34284 0.13254
6 N 0.19859 0.61114 0.25608
7 H 1.44211 2.21654 0.93015
8 H -0.54872 2.30220 0.64362
9 H -0.06796 -0.53460 -1.79856
10 H 0.62118 -2.27420 -1.37577
11 H -1.81890 0.28350 -0.59666
12 H -1.53466 0.07143 1.20123
13 H 1.78232 -1.14009 0.79632

Forces on atoms 1 to 6 (eV/Å):
C -3.9 3.0 0.8
C 0.8 1.8 -0.2
C -2.3 -0.5 2.6
C 3.9 -5.6 1.4
N -0.4 0.1 0.0
N 1.3 0.2 -0.4

Computed properties:
E_tot = -7230.3441 eV
energy above the lowest of the compared OMol25 structures with the same formula, charge and spin = 5.3941 eV
E_LUMO = -0.1894 Ha
highest occupied orbital energy = -14.89 eV
total charge = +1
Kohn-Sham gap = 0.3576 hartree


Molecular formula: C7H10
Method: DFT, ωB97M-V/def2-TZVPD

Geometry (Å):
1 C 1.68345 -0.02720 1.92125
2 C 1.82403 0.01566 0.71823
3 C 1.52503 0.00993 -0.72102
4 C 0.20603 -0.78790 -0.61072
5 C -1.37033 -0.92717 -1.00687
6 C -0.86448 -0.28799 0.28582
7 C -1.17447 1.21622 0.16242
8 H 2.00071 0.13134 2.92350
9 H 1.42274 1.04128 -1.07195
10 H 2.32651 -0.47540 -1.30088
11 H 0.48975 -1.81759 -0.35884
12 H -1.51999 -1.98292 -1.20872
13 H -2.10957 -0.34908 -1.61393
14 H -0.65298 -0.57757 1.43939
15 H -2.24198 1.40017 -0.02691
16 H -0.90516 1.66991 1.11093
17 H -0.63926 1.74829 -0.64172

Forces on atoms 1 to 6 (eV/Å):
C 1.3 0.4 -0.6
C 0.0 0.3 0.5
C -0.4 0.0 0.0
C -0.9 -0.2 -0.8
C 1.0 -0.2 0.0
C 0.3 -0.1 1.5

Computed properties:
E_tot = -7416.4242 eV
energy above the lowest of the compared OMol25 structures with the same formula, charge and spin = 4.6106 eV
E_LUMO = 0.0396 Ha
highest occupied orbital energy = -9.50 eV
SMILES = C#CC[C@@H]1C[C@@H]1C
total charge = 0
Kohn-Sham gap = 0.3888 hartree


Molecular formula: CFNO3
Method: DFT, ωB97M-V/def2-TZVPD

Geometry (Å):
1 O 0.23125 -0.79111 -0.83887
2 C 1.07286 -1.44378 -0.46183
3 O 1.83955 -2.24159 -0.15538
4 O -2.07070 1.59624 0.64309
5 N -1.09498 1.83282 0.08379
6 F 0.02203 1.04741 0.72920

Forces on the atoms, in the same order (eV/Å):
O -2.1 2.0 -1.3
C 0.7 -1.9 0.1
O 1.4 -0.6 0.8
O 2.0 0.6 -1.3
N -1.7 -1.0 1.7
F -0.3 0.8 0.1

Computed properties:
E_tot = -11384.6679 eV
energy above the lowest of the compared OMol25 structures with the same formula, charge and spin = 0.2672 eV
E_LUMO = -0.0387 Ha
highest occupied orbital energy = -12.36 eV
SMILES = O=C=O.O=NF
total charge = 0
Kohn-Sham gap = 0.4155 hartree